Entry 1:
16
Properties=species:S:1:pos:R:3 method="wB97M-V/def2-TZVPD" lumo_ev="0.73 / -0.47" de_lowest_kcal_mol=188.3 gap_ev="8.7897 / 6.4459" total_charge=0
C 0.84 1.59 1.28
C 0.89 -0.58 0.27
C 0.19 -1.92 0.07
C -0.81 -1.19 -0.87
C -0.10 0.09 -0.51
N -0.36 1.34 -0.58
O -1.72 1.53 -0.91
H 1.77 1.10 1.47
H 0.04 1.34 1.95
H 0.94 2.60 0.90
H 1.96 -0.49 0.34
H 0.86 -2.66 -0.40
H -0.29 -2.34 0.96
H -1.88 -1.28 -0.67
H -0.60 -1.37 -1.93
H -1.78 2.29 -1.49


Entry 2:
122
Properties=species:S:1:pos:R:3 method="wB97M-V/def2-TZVPD" lumo_ev=1.75 gap_ev=6.5667 total_charge=-1
C -4.32 1.39 3.50
C -3.89 0.76 2.39
C -2.54 0.16 2.22
P -2.32 -1.75 2.09
S -4.53 -2.20 2.52
C -2.08 -2.01 3.98
O -2.68 -0.96 4.77
C -2.48 -1.03 6.07
F -1.21 -1.26 6.42
F -2.84 0.12 6.63
F -3.21 -2.00 6.66
C -2.06 -3.66 1.86
C -0.99 -4.33 2.47
C -0.80 -5.70 2.27
N -1.59 -6.47 1.53
C -2.61 -5.83 0.94
C -2.87 -4.47 1.06
O -2.50 -1.64 0.38
C -1.30 -1.45 -0.34
C -1.26 -2.46 -1.48
C -2.21 -2.02 -2.62
C -1.60 -0.96 -3.54
S -0.17 -1.55 -4.48
C -0.08 -1.39 0.66
C 0.93 -2.51 0.43
C 2.32 -2.40 1.06
C 2.44 -2.06 2.56
C 3.23 -0.76 2.82
C 2.71 0.16 3.94
C 3.51 1.48 3.88
C 2.77 2.75 3.46
C 1.53 3.09 4.29
O 0.36 3.25 3.49
C 0.13 4.50 3.03
C -0.54 4.53 1.69
O 0.40 5.49 3.65
C 0.56 0.01 0.53
C 1.45 0.18 -0.71
C 1.47 1.59 -1.23
F 0.45 1.88 -2.06
F 2.60 1.81 -1.96
F 1.49 2.51 -0.26
O -0.63 -1.49 1.95
H -3.65 1.92 4.16
H -5.37 1.33 3.77
H -4.56 0.72 1.54
H -1.85 0.56 2.96
H -2.17 0.49 1.24
H -5.06 -2.00 1.31
H -1.02 -2.12 4.21
H -2.59 -2.94 4.23
H -0.30 -3.79 3.10
H 0.05 -6.18 2.74
H -3.27 -6.44 0.34
H -3.71 -4.05 0.53
H -1.44 -0.48 -0.83
H -1.60 -3.44 -1.16
H -0.28 -2.57 -1.93
H -3.13 -1.63 -2.18
H -2.44 -2.89 -3.22
H -1.27 -0.11 -2.94
H -2.35 -0.57 -4.22
H 0.69 -0.57 -4.19
H 0.49 -3.46 0.72
H 1.10 -2.59 -0.65
H 2.77 -3.38 0.91
H 2.96 -1.71 0.51
H 3.04 -2.85 3.00
H 1.49 -2.06 3.09
H 3.25 -0.16 1.91
H 4.27 -1.01 3.04
H 2.89 -0.35 4.88
H 1.64 0.32 3.83
H 3.98 1.71 4.84
H 4.30 1.34 3.15
H 2.52 2.76 2.40
H 3.47 3.58 3.61
H 1.31 2.28 4.99
H 1.70 3.97 4.91
H -1.48 5.08 1.79
H -0.78 3.53 1.34
H 0.09 5.06 0.99
H 1.10 0.23 1.45
H -0.23 0.76 0.48
H 2.49 -0.04 -0.50
H 1.12 -0.48 -1.52
C 6.55 2.51 -1.53
C 7.41 1.86 -2.63
C 6.88 0.60 -3.32
F 6.72 -0.41 -2.45
F 7.78 0.23 -4.26
F 8.66 1.65 -2.17
F 7.49 2.80 -3.62
O 6.86 2.25 -0.18
C 6.37 1.17 0.49
C 7.48 0.22 0.97
F 8.21 -0.22 -0.07
F 6.90 -0.84 1.57
F 5.42 0.52 -0.21
F 5.77 1.64 1.61
H 6.75 3.58 -1.64
H 5.48 2.38 -1.73
H 5.92 0.81 -3.82
H 8.13 0.74 1.67
C -5.57 1.97 -7.66
C -5.27 0.47 -7.59
C -6.28 -0.45 -6.90
F -6.43 -0.13 -5.60
F -5.83 -1.72 -6.97
F -4.04 0.27 -7.07
F -5.24 0.04 -8.89
O -4.94 2.83 -6.73
C -5.46 3.11 -5.50
C -4.55 2.62 -4.37
F -4.35 1.29 -4.47
F -5.15 2.87 -3.19
F -6.72 2.66 -5.36
F -5.51 4.46 -5.39
H -5.14 2.28 -8.61
H -6.64 2.16 -7.73
H -7.25 -0.39 -7.40
H -3.59 3.13 -4.41


Entry 3:
10
Properties=species:S:1:pos:R:3 method="wB97M-V/def2-TZVPD" lumo_ev=-5.60 de_lowest_kcal_mol=16.9 gap_ev=8.9577 total_charge=+1
C -0.69 0.50 -0.08
C 2.15 3.11 -0.48
N -0.27 -0.63 0.14
N -1.41 1.60 1.38
O 3.14 3.37 -0.98
O 1.19 2.83 0.10
O -1.68 2.60 1.05
H -0.80 1.08 -1.09
H 0.19 -1.24 -0.51
H -0.13 -1.00 1.17


Entry 4:
123
Properties=species:S:1:pos:R:3 method="wB97M-V/def2-TZVPD" lumo_ev=3.41 de_lowest_kcal_mol=46.0 gap_ev=2.9239 total_charge=-2
Ba -0.14 -0.44 -0.35
C -3.74 -0.13 -3.29
C -3.67 -0.89 -1.97
C -3.79 -2.39 -2.22
C -4.69 -0.42 -0.95
C -6.04 -0.57 -1.18
C -7.00 -0.20 -0.25
C -6.54 0.26 0.97
C -5.20 0.43 1.25
C -4.78 0.63 2.70
C -5.16 -0.60 3.54
C -5.35 1.90 3.34
C -4.20 0.23 0.24
N -2.91 0.60 0.36
C -2.77 1.78 1.08
C -1.66 2.36 1.62
N -0.38 1.86 1.70
C 0.46 2.64 2.45
C 1.47 1.99 3.24
C 2.15 2.64 4.24
C 1.97 3.99 4.50
C 1.14 4.67 3.63
C 0.44 4.08 2.58
C -0.12 5.11 1.59
C -1.44 5.78 1.99
C -0.14 4.70 0.13
C 1.69 0.50 3.03
C 0.99 -0.33 4.10
C 3.17 0.14 2.93
H -2.93 -0.43 -3.96
H -3.65 0.94 -3.13
H -4.69 -0.32 -3.80
H -2.72 -0.64 -1.48
H -4.77 -2.61 -2.66
H -3.73 -2.96 -1.29
H -3.03 -2.75 -2.91
H -6.35 -1.00 -2.13
H -8.06 -0.31 -0.46
H -7.26 0.45 1.77
H -3.69 0.70 2.72
H -6.25 -0.71 3.61
H -4.77 -0.51 4.56
H -4.77 -1.51 3.09
H -6.44 1.86 3.38
H -5.06 2.78 2.77
H -4.98 2.02 4.36
H -3.69 2.36 1.19
H -1.84 3.30 2.13
H 2.85 2.07 4.85
H 2.50 4.50 5.30
H 1.08 5.75 3.71
H 0.63 5.92 1.65
H -2.31 5.17 1.75
H -1.56 6.72 1.45
H -1.47 6.00 3.06
H -0.95 4.01 -0.10
H 0.79 4.22 -0.17
H -0.28 5.58 -0.50
H 1.16 0.30 2.10
H 1.44 -0.14 5.08
H 1.07 -1.39 3.89
H -0.06 -0.06 4.16
H 3.66 0.29 3.89
H 3.68 0.78 2.21
H 3.30 -0.90 2.65
C 8.41 -1.39 0.85
C 6.96 -1.72 0.65
C 6.47 -3.00 0.93
C 5.13 -3.29 0.76
C 4.26 -2.30 0.32
C 4.73 -1.03 0.02
C 6.08 -0.75 0.19
S 2.52 -2.67 0.14
O 1.84 -2.34 1.38
O 2.47 -4.07 -0.27
N 1.94 -1.65 -0.90
C 2.22 -1.71 -2.27
C 3.16 -2.57 -2.85
C 3.34 -2.48 -4.22
C 2.59 -1.55 -4.95
C 1.70 -0.74 -4.27
N 1.52 -0.81 -2.96
H 9.02 -2.30 0.93
H 8.55 -0.82 1.77
H 8.81 -0.79 0.03
H 7.15 -3.77 1.28
H 4.75 -4.28 0.96
H 4.05 -0.27 -0.33
H 6.44 0.24 -0.04
H 3.70 -3.29 -2.27
H 4.06 -3.12 -4.71
H 2.72 -1.43 -6.02
H 1.13 0.04 -4.77
C -0.83 -4.75 1.77
N -0.86 -4.53 0.33
C -0.56 -5.51 -0.57
C -0.44 -5.25 -1.89
C -0.57 -3.88 -2.29
N -0.84 -2.92 -1.43
C -0.99 -3.22 -0.11
O -1.23 -2.33 0.70
N -0.43 -3.53 -3.60
H -1.05 -5.80 1.95
H -1.58 -4.12 2.23
H 0.15 -4.48 2.15
H -0.44 -6.50 -0.16
H -0.22 -6.03 -2.60
H 0.09 -4.14 -4.21
H -0.34 -2.55 -3.79
F 3.32 2.84 -5.93
C 2.33 2.64 -4.97
C 2.66 2.64 -3.62
C 1.68 2.46 -2.67
C 0.31 2.24 -3.01
C -0.67 1.97 -2.06
C 0.04 2.27 -4.42
C 1.01 2.47 -5.36
H 3.69 2.80 -3.32
H 1.97 2.47 -1.62
H -1.70 1.90 -2.41
H -0.56 2.26 -1.03
H -0.99 2.14 -4.74
H 0.75 2.50 -6.42


Entry 5:
29
Properties=species:S:1:pos:R:3 method="wB97M-V/def2-TZVPD" lumo_ev=0.81 de_lowest_kcal_mol=86.1 smiles=CC(C)(CO)P(N)c1ccccc1 gap_ev=8.9985 total_charge=0
C -1.28 1.64 0.56
C -1.54 0.13 0.32
C -1.10 -0.59 1.61
C -2.99 -0.18 -0.11
O -3.59 0.74 -1.05
P -0.52 -0.34 -1.22
N -0.68 -2.02 -0.92
C 1.19 0.00 -0.66
C 1.86 -1.04 0.00
C 3.20 -0.87 0.30
C 3.77 0.42 0.24
C 3.08 1.38 -0.46
C 1.89 1.10 -1.13
H -2.03 2.23 0.91
H -0.46 1.91 1.08
H -1.18 2.23 -0.36
H -1.00 -1.58 1.28
H -0.22 -0.23 1.91
H -1.81 -0.60 2.31
H -3.62 0.00 0.70
H -3.12 -1.28 -0.42
H -2.93 0.57 -1.70
H -0.07 -2.72 -1.34
H -1.58 -2.44 -1.10
H 1.19 -1.91 0.18
H 3.84 -1.59 0.71
H 4.72 0.76 0.69
H 3.60 2.43 -0.58
H 1.39 1.87 -1.76


Entry 6:
9
Properties=species:S:1:pos:R:3 method="wB97M-V/def2-TZVPD" lumo_ev="-1.29 / -1.29" de_lowest_kcal_mol=97.9 gap_ev="7.7287 / 7.7301" total_charge=0
C 0.26 -0.91 -0.20
N -1.24 -0.85 -0.34
N -1.85 0.21 -0.23
N -1.31 1.34 0.04
P 1.12 0.72 -0.35
H 0.52 -1.27 0.83
H 0.69 -1.58 -1.01
H -1.98 1.98 0.00
H 1.14 0.82 1.10


Entry 7:
64
Properties=species:S:1:pos:R:3 method="wB97M-V/def2-TZVPD" lumo_ev=0.06 gap_ev=8.3894 total_charge=0
C 0.62 -0.06 2.56
C 0.03 -0.68 1.27
N -1.17 0.01 0.77
C -2.25 0.06 1.72
C -2.93 -1.32 2.03
N -4.37 -1.23 2.31
O -3.25 0.90 1.14
C -3.00 2.25 1.59
H 1.66 0.24 2.44
H 0.08 0.85 2.82
H 0.59 -0.76 3.41
H 0.80 -0.58 0.49
H -0.14 -1.77 1.36
H -1.48 -0.43 -0.08
H -1.98 0.52 2.68
H -2.83 -2.00 1.18
H -2.46 -1.76 2.92
H -4.57 -0.41 2.87
H -4.79 -1.07 1.41
H -3.25 2.38 2.65
H -1.95 2.46 1.37
H -3.67 2.89 1.00
O 3.38 -1.11 1.15
H 3.02 -1.84 1.66
H 4.11 -0.79 1.70
O -4.58 4.50 -0.05
H -4.40 4.05 -0.89
H -5.45 4.89 -0.19
O 0.62 -0.31 -2.30
H -0.08 -0.18 -1.65
H 0.63 -1.26 -2.45
O 3.55 -3.71 -0.48
H 3.64 -3.73 -1.44
H 3.49 -2.78 -0.25
O -5.50 2.79 -2.42
H -6.14 2.73 -3.14
H -5.71 2.05 -1.86
O -7.25 1.91 -4.70
H -7.05 1.47 -5.53
H -8.11 2.30 -4.84
O 5.59 -0.59 -0.59
H 4.81 -0.87 -0.09
H 5.32 -0.65 -1.51
O 4.86 2.56 0.10
H 4.16 2.66 0.76
H 4.89 1.61 -0.05
O 1.93 2.65 -0.17
H 1.90 2.02 -0.90
H 2.73 3.16 -0.34
O 4.72 -3.41 2.68
H 5.44 -3.96 2.99
H 4.41 -3.85 1.88
O 7.45 -0.84 -3.32
H 7.43 -0.29 -2.53
H 8.08 -1.53 -3.10
O 4.44 -5.50 -2.55
H 4.07 -6.22 -2.04
H 5.17 -5.17 -2.01
O 2.07 1.72 -4.33
H 1.43 1.74 -5.04
H 1.81 0.97 -3.79
O -6.46 0.84 3.87
H -6.92 0.08 4.24
H -7.17 1.43 3.59


Entry 8:
11
Properties=species:S:1:pos:R:3 method="wB97M-V/def2-TZVPD" lumo_ev="-1.63 / -1.89" de_lowest_kcal_mol=73.2 gap_ev="6.7587 / 6.3811" total_charge=0
C 1.92 0.72 -0.90
C -0.94 -0.83 -0.30
C -1.42 0.26 0.70
C 1.35 -0.37 -0.24
N 2.36 1.62 -1.46
N 0.25 -0.97 -0.66
S -0.16 1.16 1.53
Cl 2.40 -1.26 0.79
H -1.74 -1.47 -0.82
H -1.76 1.19 0.06
H -2.25 -0.06 1.29